Record 1
Below is a molecular structure, C34H26MoN4P in a non-equilibrium geometry, with properties calculated with ωB97M-V with the def2-TZVPD basis set.

Spin multiplicity   3
⟨S²⟩   2.056
Orbital gap (alpha / beta)   4.89 / 5.25 eV
Energy above the lowest of the compared OMol25 structures with the same formula, charge and spin   0.000 eV
Net charge   +3

Geometry as XYZ:
```
66
Properties=species:S:1:pos:R:3:forces:R:3
Mo -0.6925 0.2707 -0.0687 0.18 -0.45 0.11
N 6.4513 7.5165 0.3342 -0.07 -0.05 0.00
C 5.6211 6.7230 0.3429 0.17 0.17 0.01
C 4.5987 5.7201 0.3537 -0.12 -0.11 0.01
C 4.4817 4.8624 1.4483 -0.05 -0.03 -0.02
C 3.5224 3.8683 1.4368 0.03 -0.05 0.02
C 2.6444 3.7451 0.3536 0.07 -0.08 0.16
C 2.7440 4.6312 -0.7205 -0.12 0.04 -0.09
C 3.7282 5.6023 -0.7302 0.00 -0.03 0.02
C 1.6020 2.7028 0.3891 -0.01 0.25 -0.05
C 2.0007 1.3624 0.5495 0.43 0.02 0.14
C 3.2946 0.8802 0.7332 -0.28 0.13 -0.09
C 3.2031 -0.4657 1.1357 -0.22 -0.17 0.01
C 1.8706 -0.7902 1.1492 0.44 -0.26 0.15
N 1.1061 0.2794 0.7377 -0.64 0.18 -0.15
C 0.2636 3.1073 0.3758 0.15 0.15 -0.03
C -0.1951 4.4161 0.5632 -0.03 -0.15 -0.03
C -1.5866 4.3656 0.6784 -0.02 -0.08 0.00
C -1.9423 3.0429 0.5560 -0.11 0.28 -0.07
N -0.8518 2.2324 0.3526 0.04 0.17 -0.02
H 5.1339 4.9784 2.3028 0.04 0.02 -0.03
H 3.4211 3.2100 2.2911 0.02 0.04 0.01
H 2.0747 4.5437 -1.5677 -0.01 -0.01 0.02
H 3.8249 6.2722 -1.5732 0.02 0.00 0.00
H 4.2068 1.4395 0.5961 -0.05 0.06 -0.01
H 4.0274 -1.1140 1.3866 -0.05 -0.04 0.01
H 1.4188 -1.7297 1.4279 0.00 0.01 -0.06
H 0.4295 5.2919 0.6416 0.01 -0.02 0.01
H -2.2573 5.1909 0.8541 -0.01 -0.01 -0.02
H -2.9534 2.6733 0.6066 0.03 -0.07 -0.01
N -2.9411 0.1970 0.3299 0.24 -0.02 0.21
C -3.6736 -1.0810 0.3743 -0.06 -0.30 -0.02
C -5.0538 -1.0922 0.4267 -0.01 0.19 -0.03
C -5.7206 -2.3103 0.5040 0.10 -0.02 -0.01
C -5.0055 -3.5002 0.5445 -0.09 -0.04 0.01
C -3.6205 -3.4880 0.4929 0.08 -0.03 -0.05
C -2.9512 -2.2716 0.3848 0.20 0.39 0.24
P -1.1665 -2.1242 0.2763 -0.61 -0.74 -0.77
C -0.8294 -1.6047 -1.4499 0.12 0.07 0.17
C 0.5327 -1.5166 -1.8325 0.00 -0.29 -0.18
C 0.8790 -1.0832 -3.1077 0.01 0.13 0.09
C -0.1127 -0.6906 -4.0011 -0.04 0.00 0.04
C -1.4538 -0.7156 -3.6193 -0.05 0.08 0.03
C -1.8182 -1.1492 -2.3519 -0.04 -0.04 -0.08
C -0.4169 -3.7296 0.5474 0.19 0.43 0.20
C -0.2611 -4.6106 -0.5278 0.01 0.05 0.03
C 0.1695 -5.9008 -0.2717 0.01 -0.04 -0.06
C 0.4459 -6.3049 1.0303 -0.02 0.03 -0.03
C 0.3078 -5.4175 2.0907 0.01 0.00 0.05
C -0.1250 -4.1231 1.8563 -0.01 0.05 0.01
H -3.4168 0.8037 -0.3385 0.00 0.08 -0.03
H -3.0811 0.6377 1.2410 0.04 0.10 0.02
H -5.6183 -0.1661 0.4245 0.01 -0.01 -0.02
H -6.8014 -2.3231 0.5415 0.00 -0.01 0.02
H -5.5338 -4.4410 0.6209 0.03 0.00 -0.01
H -3.0607 -4.4136 0.5279 -0.01 -0.01 0.00
H 1.2966 -1.9234 -1.1801 0.04 0.14 0.04
H 1.9191 -1.0685 -3.4064 -0.01 -0.04 -0.01
H 0.1524 -0.3850 -5.0053 0.01 0.03 0.02
H -2.2246 -0.4240 -4.3212 0.03 0.01 -0.01
H -2.8699 -1.2264 -2.1023 0.01 -0.01 0.07
H -0.4828 -4.3008 -1.5411 -0.02 -0.04 -0.01
H 0.2865 -6.5951 -1.0930 0.00 -0.01 0.01
H 0.7682 -7.3205 1.2171 0.03 0.01 0.01
H 0.5355 -5.7346 3.0993 -0.02 0.00 0.00
H -0.2443 -3.4312 2.6828 -0.01 -0.04 0.03
```
Forces are in eV/Å.

=====

Record 2
Below is a molecular structure, C4H4O3Sm in a non-equilibrium geometry, with properties calculated with ωB97M-V with the def2-TZVPD basis set.

Spin multiplicity   7
⟨S²⟩   12.266
Orbital gap (alpha / beta)   4.62 / 7.18 eV
Net charge   +2

Geometry as XYZ:
```
12
Properties=species:S:1:pos:R:3:forces:R:3
O 0.6882 0.4316 0.2583 -1.86 2.17 -2.64
C 1.1119 -0.3909 1.3568 -1.32 -2.36 3.22
O 1.8064 0.3814 2.0946 0.64 -0.40 -0.36
O 0.6648 -1.4931 1.5124 0.63 1.45 -0.99
Sm 2.3345 2.1963 0.9731 0.59 0.74 0.15
C -0.4357 0.0474 -0.5341 5.01 -2.03 -1.95
C -0.1279 -0.5674 -1.7285 -1.35 -0.58 2.02
C -1.6786 0.3243 0.0027 -1.92 0.23 0.44
H -0.9047 -1.1120 -2.2628 0.12 0.31 -0.24
H 0.9074 -0.6566 -2.0552 -0.20 0.36 -0.04
H -2.1550 1.2881 -0.1709 0.25 0.41 0.95
H -2.2111 -0.4491 0.5535 -0.59 -0.30 -0.57
```
Forces are in eV/Å.

=====

Record 3
Below is a molecular structure, C4H6N2OS in a non-equilibrium geometry, with properties calculated with ωB97M-V with the def2-TZVPD basis set.

Spin multiplicity   1
Orbital gap   9.03 eV
Energy above the lowest of the compared OMol25 structures with the same formula, charge and spin   2.899 eV
Net charge   0

Geometry as XYZ:
```
14
Properties=species:S:1:pos:R:3:forces:R:3
C -2.4396 -0.4237 0.1060 0.11 -1.88 -3.30
C -0.9581 -0.1705 -0.1545 -1.79 3.44 0.40
C 0.7399 1.1656 -0.1318 0.73 -0.64 -1.61
C 1.3225 -0.0604 -0.3687 -3.18 -2.40 1.95
H -2.8934 0.5838 0.2531 0.30 -1.15 0.38
H -2.4800 -1.2109 0.9484 -0.74 1.32 -1.51
H -2.9245 -0.8119 -1.0827 1.21 0.71 3.96
H 2.5322 2.0414 -0.1337 -3.20 0.01 0.48
H 3.0623 -0.9045 1.2076 -0.48 0.21 0.65
H 0.1877 -1.9349 -0.1602 -0.43 -0.44 -0.04
N -0.6352 1.1599 -0.2127 1.65 -0.83 1.10
N 0.0799 -0.9441 -0.1988 3.38 0.45 -0.84
O 1.5182 2.2349 0.0281 1.90 1.12 -0.35
S 2.8881 -0.7247 -0.1001 0.53 0.09 -1.28
```
Forces are in eV/Å.

=====

Record 4
Below is a gas-phase ion, C4H10FN2 (charge +1) in a non-equilibrium geometry, with properties calculated with ωB97M-V with the def2-TZVPD basis set.

Spin multiplicity   1
SMILES   [H]/N=C(\F)[C@@H]([NH3+])CC
Orbital gap   10.75 eV
Energy above the lowest of the compared OMol25 structures with the same formula, charge and spin   1.511 eV
Net charge   +1

Geometry as XYZ:
```
17
Properties=species:S:1:pos:R:3:forces:R:3
C 0.4133 1.5428 0.9733 2.43 -1.71 -1.66
C -1.3103 -0.9779 -1.4658 3.58 -1.52 -4.03
C -0.8818 -0.1643 -0.3274 -3.15 0.72 1.89
C 0.5570 0.0947 -0.0030 -1.13 3.05 1.95
N 0.7800 2.6225 0.5191 0.90 0.18 -0.15
N 1.2364 -1.0260 0.7393 -4.42 -1.71 0.78
F 0.1502 1.2194 2.2416 -0.22 -0.39 0.43
H -1.1065 -0.4196 -2.4685 0.33 -1.02 1.58
H -2.3122 -1.1123 -1.5988 -2.95 -0.32 0.58
H -0.8679 -2.0339 -1.5778 -0.37 1.44 0.27
H -1.3249 0.8276 -0.5942 0.55 -0.44 0.62
H -1.5604 -0.4954 0.6022 1.96 0.73 -1.38
H 1.2051 0.3468 -0.8145 0.04 0.35 -0.66
H 1.1366 3.4657 1.0213 -1.36 -1.02 -0.12
H 0.8691 -0.9097 1.7434 1.07 -0.60 -1.39
H 2.2279 -1.0029 0.6737 1.11 -0.14 0.09
H 0.7885 -1.9776 0.3361 1.63 2.40 1.19
```
Forces are in eV/Å.

=====

Record 5
Below is 8 unconnected molecules or ions with the total composition C24H48O24 in a non-equilibrium geometry, with properties calculated with ωB97M-V with the def2-TZVPD basis set.

Spin multiplicity   1
SMILES   COC(=O)OC.COC(=O)OC.COC(=O)OC.COC(=O)OC.COC(=O)OC.COC(=O)OC.COC(=O)OC.COC(=O)OC
Orbital gap   10.66 eV
Energy above the lowest of the compared OMol25 structures with the same formula, charge and spin   13.984 eV
Net charge   0

Geometry as XYZ:
```
96
Properties=species:S:1:pos:R:3:forces:R:3
C -0.7472 1.5557 -4.2420 -2.55 -3.55 -5.27
O -1.2328 2.7090 -5.0367 0.14 1.18 -0.26
C -2.2753 2.5946 -5.9837 5.23 4.06 2.34
O -2.8284 1.6103 -5.9892 -4.79 -6.15 -1.18
O -2.4608 3.6810 -6.7847 0.43 -1.19 1.39
C -3.6556 3.5652 -7.5708 0.76 1.82 -3.06
H -1.4511 0.9161 -3.6928 -0.97 0.69 -0.55
H -0.1352 1.8190 -3.5205 3.20 2.47 3.00
H -0.1936 0.7527 -4.9052 -0.97 1.99 0.83
H -3.4354 4.4048 -8.4504 -0.88 -2.44 2.18
H -4.5256 3.8718 -7.0112 -0.17 0.13 0.30
H -3.8467 2.5462 -8.0007 0.57 1.00 0.40
C -0.2580 -1.6799 -1.7137 5.47 -1.77 2.42
O -0.3247 -0.5749 -0.9266 -0.54 4.13 1.14
C 0.7022 -0.2814 -0.0753 1.28 -2.43 -0.79
O 1.5999 -1.0911 0.0116 0.22 0.27 0.64
O 0.6406 0.8728 0.5187 -1.70 1.28 0.98
C 1.3370 1.1957 1.8278 2.27 -5.95 -1.65
H -0.2060 -2.5140 -1.0992 -1.18 -1.97 1.15
H 0.6840 -1.9514 -2.2147 0.78 1.35 0.09
H -0.8405 -1.7139 -2.4851 -4.59 0.29 -3.79
H 2.3674 1.3914 1.4361 -0.72 -0.16 1.18
H 1.2652 0.2216 2.5959 0.36 2.70 -2.32
H 0.8831 1.9836 2.2718 -1.62 2.36 0.84
C -2.8427 -0.0337 5.1305 -0.72 0.12 1.64
O -2.6753 1.4128 5.2265 0.26 1.09 0.01
C -1.9144 2.0147 4.2906 1.56 -2.32 -3.73
O -1.2882 1.3841 3.4149 -0.74 0.32 1.96
O -1.9484 3.3262 4.1966 -0.49 0.79 0.97
C -0.8911 4.1451 3.4850 -7.88 2.43 4.77
H -3.1647 -0.4559 6.1479 0.18 1.20 -1.43
H -1.9349 -0.5244 4.9235 1.19 -0.37 -0.57
H -3.5752 -0.2649 4.3712 -0.18 0.01 -0.14
H -0.2498 4.2954 4.2260 3.08 1.03 2.74
H -1.5050 5.0571 3.2221 0.88 -0.73 0.74
H -0.5375 3.8883 2.6605 3.00 -3.58 -7.02
C 1.5377 0.7125 6.2864 10.65 -1.25 0.26
O 2.1419 1.0834 5.0942 2.05 2.13 -2.76
C 2.5851 2.3808 5.1121 0.08 0.16 1.17
O 2.3929 3.0583 6.0828 -0.24 0.83 0.63
O 3.2827 2.8310 4.0745 -0.60 -1.64 -1.20
C 3.9176 4.1527 4.1222 -2.43 -1.65 2.62
H 1.4680 -0.2728 6.2252 0.31 -4.70 -0.11
H 0.6868 0.9432 6.2926 -12.48 4.52 0.50
H 2.0917 0.9926 7.1446 0.39 0.43 0.76
H 4.1835 4.3133 3.1581 1.12 0.43 -2.84
H 4.7385 3.9822 4.7882 0.47 0.84 0.44
H 3.1527 4.8909 4.3934 0.57 -0.11 0.45
C 3.4596 6.1990 -0.2331 1.67 2.92 1.78
O 2.6005 5.3765 -0.9659 0.75 0.18 -2.28
C 1.4284 5.0467 -0.4882 -2.05 1.46 5.24
O 1.0911 5.2345 0.7108 1.17 -0.73 -2.57
O 0.5887 4.6334 -1.3901 -1.09 -1.94 -1.54
C -0.6544 3.9381 -0.9977 -2.11 -0.79 0.99
H 3.0594 7.1675 0.1532 -1.06 -1.05 -0.15
H 4.3797 6.7459 -0.6800 -1.42 -2.18 -0.81
H 3.8209 5.6840 0.6398 0.14 -0.36 0.31
H -1.4121 3.8285 -1.8421 1.68 0.91 0.41
H -1.2048 4.5144 -0.1874 1.05 -0.56 -0.95
H -0.6312 2.8247 -0.6527 1.23 2.02 -0.32
C -1.2107 -5.6361 6.2708 10.98 5.29 0.79
O -0.4369 -5.3655 5.0929 -0.13 -0.74 -0.54
C -0.5995 -4.2555 4.4331 -3.17 5.16 -0.66
O -1.2740 -3.2126 4.7515 1.92 -3.57 0.05
O -0.0285 -4.3165 3.2610 1.45 -2.11 -0.51
C -0.1266 -3.3273 2.2111 5.47 1.09 3.53
H -1.9769 -6.0712 6.1646 -11.15 -5.31 -2.57
H -1.2709 -4.7363 6.7975 -0.33 1.12 1.21
H -0.5949 -6.3658 6.7084 1.01 -0.59 1.38
H -1.0708 -3.0816 2.2261 -4.96 2.40 0.06
H 0.0213 -3.8331 1.3014 1.17 -0.47 -0.99
H 0.6576 -2.4405 2.5757 -2.26 -2.18 -1.75
C 2.3874 -1.4897 -4.7900 -5.07 3.17 -1.39
O 1.1281 -2.2178 -5.2384 2.42 0.86 1.32
C 0.3389 -1.6697 -6.1320 2.84 5.23 -2.01
O 0.5029 -0.5459 -6.6741 -0.12 -2.32 1.69
O -0.5778 -2.4646 -6.4725 -2.05 -2.23 -1.27
C -1.5854 -1.9705 -7.3759 -3.09 -1.86 7.31
H 2.9130 -2.1312 -4.3272 3.27 -5.40 3.33
H 2.2643 -0.6973 -4.0635 -1.26 0.19 0.15
H 3.0553 -1.0546 -5.4433 0.48 0.66 -2.83
H -2.3885 -2.6976 -7.1933 0.31 -0.32 -0.56
H -1.5017 -1.8330 -8.3242 2.06 0.67 -5.89
H -2.0679 -1.1419 -6.9146 0.21 1.34 0.19
C 1.9734 -6.1281 -1.5708 1.64 0.13 0.48
O 0.9266 -5.4509 -0.8599 -0.62 1.76 0.10
C -0.4076 -5.6605 -1.2355 3.86 1.56 2.05
O -0.6884 -6.5912 -1.8554 -1.90 -3.49 -2.87
O -1.2071 -4.7573 -0.7263 0.26 0.64 0.61
C -2.6168 -4.9285 -1.0358 2.54 -6.10 0.23
H 1.6792 -7.1100 -1.6806 -0.64 -2.45 0.05
H 3.0017 -6.1897 -0.9856 -2.46 0.85 -0.92
H 2.1441 -5.8683 -2.6335 -0.18 0.98 0.69
H -2.9003 -6.0922 -0.7648 0.30 3.23 -0.29
H -2.6738 -4.8809 -2.0688 -0.65 0.39 -2.01
H -3.0291 -4.1776 -0.5236 -2.20 2.46 1.89
```
Forces are in eV/Å.

=====

Record 6
Below is 2 unconnected molecules or ions with the total composition C4H12 in a non-equilibrium geometry, with properties calculated with ωB97M-V with the def2-TZVPD basis set.

Spin multiplicity   1
SMILES   CC.CC
Orbital gap   12.80 eV
Energy above the lowest of the compared OMol25 structures with the same formula, charge and spin   1.142 eV
Net charge   0

Geometry as XYZ:
```
16
Properties=species:S:1:pos:R:3:forces:R:3
C 1.0990 -1.4840 -1.0018 0.64 2.36 0.36
C 0.4395 -0.1545 -1.4823 3.84 -4.28 -2.91
H 1.3117 -2.1249 -1.7881 0.73 -1.04 -1.71
H 1.9718 -1.4171 -0.3234 -0.24 0.50 -0.67
H 0.4171 -1.9974 -0.4490 -2.13 -1.55 1.78
H 0.5924 0.5550 -0.8519 0.61 4.12 4.21
H -0.5404 -0.2302 -1.7190 -3.06 -0.44 -0.79
H 1.0176 0.1987 -2.3241 -0.12 -0.02 -0.78
C -0.8286 1.5175 0.9270 -1.10 -0.28 -0.01
C -0.7604 0.1329 1.5580 2.58 0.35 -0.10
H -0.8132 2.2633 1.6715 -0.26 1.04 1.04
H 0.0407 1.7446 0.3259 -0.04 -0.15 -0.20
H -1.7568 1.6490 0.3322 0.62 -0.02 0.20
H -1.4446 -0.1649 2.3177 -1.04 0.21 0.26
H 0.2431 0.0139 2.0532 -0.72 0.13 -0.40
H -0.7357 -0.5617 0.7496 -0.32 -0.90 -0.29
```
Forces are in eV/Å.

=====

Copy entry 3 word for word.
Below is a molecular structure, C4H6N2OS in a non-equilibrium geometry, with properties calculated with ωB97M-V with the def2-TZVPD basis set.

Spin multiplicity   1
Orbital gap   9.03 eV
Energy above the lowest of the compared OMol25 structures with the same formula, charge and spin   2.899 eV
Net charge   0

Geometry as XYZ:
```
14
Properties=species:S:1:pos:R:3:forces:R:3
C -2.4396 -0.4237 0.1060 0.11 -1.88 -3.30
C -0.9581 -0.1705 -0.1545 -1.79 3.44 0.40
C 0.7399 1.1656 -0.1318 0.73 -0.64 -1.61
C 1.3225 -0.0604 -0.3687 -3.18 -2.40 1.95
H -2.8934 0.5838 0.2531 0.30 -1.15 0.38
H -2.4800 -1.2109 0.9484 -0.74 1.32 -1.51
H -2.9245 -0.8119 -1.0827 1.21 0.71 3.96
H 2.5322 2.0414 -0.1337 -3.20 0.01 0.48
H 3.0623 -0.9045 1.2076 -0.48 0.21 0.65
H 0.1877 -1.9349 -0.1602 -0.43 -0.44 -0.04
N -0.6352 1.1599 -0.2127 1.65 -0.83 1.10
N 0.0799 -0.9441 -0.1988 3.38 0.45 -0.84
O 1.5182 2.2349 0.0281 1.90 1.12 -0.35
S 2.8881 -0.7247 -0.1001 0.53 0.09 -1.28
```
Forces are in eV/Å.